Computed, not measured: an isolated molecule of C8H14N2O4 in a non-equilibrium geometry, with ωB97M-V with the def2-TZVPD basis set.

Summary:
- Lowest unoccupied orbital energy: 0.58 eV
- Energy above the lowest of the compared OMol25 structures with the same formula, charge and spin: 70.8 kJ/mol
- Charge: 0
- Gap between HOMO and LUMO: 10.100 eV
- SMILES: O=C(O)[C@H](CO)NC(=O)[C@@H]1CCCN1

Atoms and positions in Å:
C1 -0.0209 -0.1422 -1.2708
C2 -0.0749 -1.1531 -0.1248
C3 0.3216 -0.8919 -2.5843
C4 1.8611 -0.8913 -2.5921
C5 2.3079 0.1246 -1.4680
C6 -0.7903 0.6738 1.4713
C7 -0.3940 0.9833 2.9377
C8 -2.2576 1.0479 1.3368
H1 0.8811 1.5719 -1.6856
H2 -0.9802 0.3974 -1.3828
H3 -0.0227 -0.2646 -3.4259
H4 -0.2860 -1.8169 -2.6429
H5 2.2840 -1.8820 -2.4105
H6 2.2245 -0.5343 -3.5556
H7 2.6719 -0.4956 -0.6355
H8 3.1274 0.8426 -1.7185
H9 -0.3172 -1.3675 1.8252
H10 -0.2521 1.3579 0.8187
H11 -2.3491 2.0848 1.6742
H12 -2.5852 1.0500 0.2815
H13 -2.9893 -0.7141 1.6468
H14 0.3263 0.0762 4.5127
N1 1.0547 0.8103 -1.0151
N2 -0.5360 -0.6954 1.0878
O1 0.3022 -2.2949 -0.1814
O2 -0.5179 2.0457 3.4550
O3 -3.0365 0.1710 2.0600
O4 0.0470 -0.0937 3.5863

Results of the Löwdin charge analysis, in e, for atoms 1 through 8: number 1, C, carries -0.28; number 2, C, carries -0.43; number 3, C, carries -0.14; number 4, C, carries -0.16; number 5, C, carries -0.16; number 6, C, carries -0.21; number 7, C, carries -0.48; number 8, C, carries -0.24

***

Computed, not measured: a cluster of 9 separate species, C36H55F12N5O8 in total in a non-equilibrium geometry, with ωB97M-V with the def2-TZVPD basis set.

Summary:
- Lowest unoccupied orbital energy: 0.17 eV
- Energy above the lowest of the compared OMol25 structures with the same formula, charge and spin: 139.4 kJ/mol
- Charge: 0
- Gap between HOMO and LUMO: 11.294 eV
- SMILES: CCOC(=O)C(F)(F)F.CCOC(=O)C(F)(F)F.CCOC(=O)C(F)(F)F.CCOC(=O)C(F)(F)F.CCCC#N.CCCC#N.CCCC#N.CCCC#N.CCCC#N

Atoms and positions in Å:
C1 -2.7529 3.0171 -2.7324
C2 -3.7549 1.9643 -2.2683
C3 -4.0172 0.7600 -3.2389
C4 -4.4578 1.2687 -4.5701
N1 -4.7503 1.6665 -5.6380
H1 -2.7098 3.8136 -1.9896
H2 -3.0991 3.4881 -3.6524
H3 -1.7923 2.5553 -2.9609
H4 -4.6498 2.5115 -1.9719
H5 -3.3537 1.5799 -1.3306
H6 -4.6690 0.0059 -2.7978
H7 -3.0905 0.2165 -3.4232
C5 -6.8681 -2.1767 1.9922
C6 -6.7010 -3.6824 1.7774
C7 -5.2652 -4.1685 2.1328
C8 -4.2478 -3.9086 1.0854
N2 -3.4311 -3.6481 0.2781
H8 -6.7208 -1.8475 3.0208
H9 -7.9212 -2.0191 1.7595
H10 -6.1958 -1.6140 1.3445
H11 -7.0121 -3.9115 0.7581
H12 -7.4936 -4.1710 2.3441
H13 -5.1825 -5.2422 2.3013
H14 -4.8689 -3.6025 2.9759
C9 6.4317 1.7148 -1.2231
C10 5.3205 1.5226 -2.2304
C11 3.9927 2.2860 -1.9202
C12 4.0433 3.7705 -2.1716
N3 4.0237 4.9448 -2.3419
H15 7.3257 1.1956 -1.5683
H16 6.1189 1.2860 -0.2711
H17 6.7844 2.7111 -0.9568
H18 5.0090 0.4781 -2.2465
H19 5.6797 1.7065 -3.2430
H20 3.8563 2.0842 -0.8577
H21 3.1227 1.9288 -2.4712
C13 4.6964 3.3150 2.6873
C14 3.4076 3.9585 3.2515
C15 2.0473 3.4102 2.7089
C16 1.8421 3.4532 1.2518
N4 1.6927 3.4898 0.1010
H22 4.8665 2.2990 3.0434
H23 5.6238 3.8775 2.7956
H24 4.5542 3.1501 1.6193
H25 3.3491 5.0399 3.1285
H26 3.5213 3.8130 4.3258
H27 1.2776 4.0356 3.1609
H28 1.9020 2.4296 3.1621
C17 -1.4711 -0.6982 0.2093
C18 -0.7823 0.4188 -0.6480
C19 0.7082 0.3134 -0.8588
C20 1.3659 0.1196 0.3908
N5 1.8680 -0.0489 1.4416
H29 -1.3772 -1.7069 -0.1931
H30 -2.5446 -0.5240 0.2820
H31 -1.0329 -0.5705 1.1991
H32 -0.9856 1.3716 -0.1592
H33 -1.3083 0.4098 -1.6027
H34 1.2033 1.0832 -1.4507
H35 0.8783 -0.6110 -1.4108
C21 1.4000 -0.8004 6.5327
C22 0.3024 -0.3418 5.5691
O1 0.1022 -1.3847 4.5182
C23 -0.6739 -2.3787 4.8298
O2 -1.1656 -2.5761 6.0005
C24 -1.0979 -3.2467 3.6453
F1 -0.7452 -4.5036 3.9175
F2 -2.3966 -3.2143 3.5813
F3 -0.4604 -2.9841 2.4880
H36 1.7747 -0.0257 7.2017
H37 2.3009 -1.1022 5.9985
H38 1.0768 -1.6799 7.0895
H39 0.5899 0.6208 5.1462
H40 -0.6339 -0.1584 6.0963
C25 1.1161 -3.9658 -1.3470
C26 0.9756 -3.7808 -2.8910
O3 0.0266 -4.6542 -3.3938
C27 -0.1604 -4.7100 -4.7171
O4 0.3801 -4.0364 -5.5473
C28 -1.1716 -5.7934 -5.1062
F4 -1.8901 -5.4554 -6.1599
F5 -0.5140 -6.9516 -5.4609
F6 -1.9500 -6.0818 -4.0816
H41 0.9862 -5.0046 -1.0435
H42 0.4113 -3.4288 -0.7122
H43 2.0909 -3.6450 -0.9795
H44 1.9623 -3.8527 -3.3487
H45 0.7547 -2.7305 -3.0812
C29 -2.0048 1.9058 2.4677
C30 -2.3727 2.5051 3.8001
O5 -1.1780 2.8393 4.5282
C31 -1.3822 3.2752 5.8468
O6 -2.4777 3.4362 6.3670
C32 -0.0507 3.5506 6.6156
F7 1.0370 3.3133 5.8340
F8 -0.1001 4.8225 6.9358
F9 -0.0754 2.8376 7.7329
H46 -2.8133 1.9211 1.7368
H47 -1.6188 0.9049 2.6609
H48 -1.2152 2.5357 2.0579
H49 -2.9474 1.7597 4.3497
H50 -2.8833 3.4629 3.7008
C33 4.2770 -0.7653 -6.7586
C34 3.7505 0.5478 -6.1253
O7 2.3243 0.5765 -6.1586
C35 1.6490 -0.0401 -5.0634
O8 2.1630 -0.4860 -4.0321
C36 0.0993 -0.0246 -5.2378
F10 -0.3582 0.8155 -4.2836
F11 -0.2574 0.3656 -6.4210
F12 -0.4678 -1.1937 -4.9658
H51 5.3664 -0.7490 -6.7908
H52 3.9002 -1.0776 -7.7326
H53 4.0009 -1.5732 -6.0809
H54 4.1030 1.3768 -6.7391
H55 4.1360 0.7111 -5.1189

Results of the Löwdin charge analysis, in e, for atoms 1 through 8: number 1, C, carries -0.10; number 2, C, carries -0.26; number 3, C, carries -0.16; number 4, C, carries -0.21; number 5, N, carries 0.13; number 6, H, carries 0.08; number 7, H, carries 0.07; number 8, H, carries 0.06

***

Computed, not measured: a cluster of 11 separate species, C30H82O9 in total in a non-equilibrium geometry, with ωB97M-V with the def2-TZVPD basis set.

Summary:
- Lowest unoccupied orbital energy: -0.03 eV
- Energy above the lowest of the compared OMol25 structures with the same formula, charge and spin: 384.6 kJ/mol
- Charge: 0
- Gap between HOMO and LUMO: 9.345 eV
- SMILES: CCCCCC.CCCCCC.CCO.CCO.CCO.CCO.CCO.CCO.CCO.CCO.CCO

Atoms and positions in Å:
C1 -1.8183 -4.7500 1.5707
C2 -1.3431 -3.6624 2.5435
C3 -1.4214 -2.2906 1.9359
C4 -0.4534 -1.9707 0.8454
C5 -0.9812 -0.9461 -0.1336
C6 0.0260 -0.5559 -1.1540
H1 -2.7175 -4.6699 1.0508
H2 -1.5944 -5.5125 2.1756
H3 -1.2584 -4.9621 0.6546
H4 -0.3641 -3.8742 2.9306
H5 -1.9764 -3.6562 3.3734
H6 -1.0927 -1.6522 2.6545
H7 -2.3859 -1.9865 1.5201
H8 -0.3707 -2.8857 0.1970
H9 0.5394 -1.6284 1.2561
H10 -1.3985 -0.1573 0.4085
H11 -1.8494 -1.4884 -0.6351
H12 0.5849 0.1969 -0.7899
H13 -0.8372 -0.1299 -2.0328
H14 0.5983 -1.3126 -1.2942
C7 1.7797 3.3367 -8.0898
C8 1.6837 1.9193 -7.7086
C9 0.3217 1.6768 -7.0194
C10 0.2051 0.3940 -6.2549
C11 -1.1873 0.2357 -5.7513
C12 -1.5440 -1.2037 -5.1207
H15 2.6163 3.4251 -8.8433
H16 1.8575 4.0215 -7.3111
H17 0.9863 3.7259 -8.6764
H18 2.2969 1.7613 -7.0906
H19 1.5377 1.2421 -8.5316
H20 -0.4037 1.7688 -7.7868
H21 0.0491 2.5121 -6.2358
H22 1.0787 0.4327 -5.5167
H23 0.4574 -0.5140 -7.1546
H24 -1.8287 0.5941 -6.6258
H25 -1.0382 0.9773 -4.9796
H26 -1.0787 -1.5075 -4.2322
H27 -1.6350 -1.9242 -5.8067
H28 -2.5809 -1.1579 -4.7290
C13 -4.7804 0.9819 -2.1588
C14 -3.9668 1.4480 -0.8737
O1 -4.1312 2.8470 -0.7222
H29 -5.6932 1.6605 -2.1021
H30 -5.1170 -0.1630 -2.1775
H31 -4.2663 1.0977 -3.0315
H32 -2.9537 0.7210 -0.8997
H33 -4.3816 0.9075 0.0616
H34 -3.3936 3.1961 -0.1125
C15 -0.2697 2.5651 -2.5978
C16 -0.2716 4.0334 -2.8025
O2 -0.9371 4.2831 -4.0730
H35 -1.2942 2.2583 -2.5894
H36 0.0978 2.1189 -1.5889
H37 0.2314 2.1847 -3.4456
H38 0.6037 4.4475 -2.5785
H39 -0.8949 4.6921 -2.1005
H40 -1.8461 4.1920 -3.8940
C17 3.2843 -2.5428 3.6728
C18 4.5586 -1.8290 4.0705
O3 4.3232 -0.4031 4.2742
H41 3.2801 -3.5708 3.1135
H42 2.7629 -1.9022 2.6971
H43 2.5767 -2.6327 4.5008
H44 5.3003 -2.0577 3.4528
H45 5.1045 -2.3353 4.8367
H46 5.0291 -0.0397 4.9411
C19 1.0466 2.1446 2.0437
C20 2.5083 2.1360 2.7236
O4 2.4816 1.6031 3.9783
H47 1.3659 2.4865 1.0987
H48 0.5004 2.6303 2.7265
H49 0.5781 1.0983 1.9878
H50 3.1185 3.1376 2.7911
H51 3.0860 1.3721 2.0423
H52 3.3346 0.9782 4.2641
C21 -2.1401 5.2117 1.0986
C22 -2.6518 3.9169 1.8615
O5 -2.0342 2.8668 1.2362
H53 -2.6782 6.0902 1.4458
H54 -2.1039 5.0132 0.2044
H55 -1.0686 5.5893 1.1528
H56 -3.8265 3.8177 1.6962
H57 -2.3980 4.0930 2.9405
H58 -1.7105 2.0104 1.7947
C23 4.7335 0.0078 0.1420
C24 3.4049 -0.2309 -0.5014
O6 3.6913 -0.4484 -1.8724
H59 4.9362 -0.2050 1.1614
H60 4.9752 1.0271 -0.1183
H61 5.3636 -0.6136 -0.2370
H62 2.8244 0.6653 -0.2031
H63 2.8916 -1.1531 -0.2685
H64 3.2459 -1.1954 -2.1791
C25 -0.5755 -1.5569 5.9777
C26 0.5194 -0.7554 5.2048
O7 0.0372 0.4667 4.9906
H65 -1.5205 -1.3916 5.4516
H66 -0.8040 -0.9928 7.0257
H67 -0.1794 -2.3655 6.2897
H68 0.5155 -1.3608 4.3272
H69 1.2438 -0.9177 5.8287
H70 0.8985 0.9408 4.7963
C27 -4.3609 0.7220 3.1153
C28 -3.2518 0.5501 4.2323
O8 -2.1259 1.1244 3.6199
H71 -5.3958 0.0236 3.3685
H72 -3.9231 0.3177 2.2075
H73 -4.8129 1.6588 2.7725
H74 -3.0919 -0.3007 4.8049
H75 -3.5797 1.2305 5.0326
H76 -1.3733 0.8579 4.2553
C29 2.1565 -4.9380 0.8897
C30 2.5887 -6.3644 0.2377
O9 2.9017 -6.0659 -1.0898
H77 2.8562 -4.1343 0.8279
H78 1.9184 -5.0456 1.9980
H79 1.1866 -4.8149 0.2746
H80 1.7786 -7.3125 0.1196
H81 3.4779 -6.8882 0.6494
H82 3.0259 -6.7169 -1.7035

Results of the Löwdin charge analysis, in e, for atoms 1 through 8: number 1, C, carries -0.08; number 2, C, carries -0.22; number 3, C, carries -0.23; number 4, C, carries -0.23; number 5, C, carries -0.31; number 6, C, carries -0.07; number 7, H, carries 0.06; number 8, H, carries 0.03

***

Q: Which of these has the highest lowest unoccupied orbital energy?
A: C8H14N2O4